DFT (ωB97M-V/def2-TZVPD) results for a cluster of 6 separate species, C37H48ClN10 in total.

```
96
Properties=species:S:1:pos:R:3
Cl -1.994 1.688 1.617
N -2.818 2.596 -2.070
N -0.275 -1.200 2.268
N 3.399 -4.010 -1.462
N 1.941 -6.850 2.421
N -2.224 2.155 -0.005
N 3.683 -4.776 4.577
N 3.790 3.633 -3.300
N -4.453 1.475 -0.593
N -1.154 2.786 -0.554
N -4.830 0.935 0.656
C -5.816 2.498 -2.519
C -3.287 2.018 -0.880
C 4.050 -2.424 -2.866
C 1.653 -7.399 3.644
C -7.512 1.012 -3.717
C -6.434 1.165 2.454
C 0.712 -3.125 2.737
C 5.496 -3.567 4.979
C 4.646 -3.995 3.994
C 3.917 -4.857 5.924
C 3.853 4.629 -2.357
C -6.166 0.133 -1.815
C 0.552 -1.482 1.214
C 5.053 3.339 -3.738
C -7.178 -0.083 -2.821
C 0.354 6.233 -2.465
C 5.170 4.978 -2.205
C 5.033 -4.114 6.204
C 0.113 3.131 0.058
C 5.930 4.160 -3.080
C 1.358 -8.956 2.052
C 1.758 -7.794 1.445
C 4.762 -4.109 -1.561
C 5.194 -3.139 -2.427
C -0.622 3.813 -2.843
C 1.357 2.543 -0.338
C -1.931 5.722 -1.507
C -0.961 5.397 -2.706
C 1.291 -8.704 3.447
C 2.958 -2.982 -2.252
C -1.552 3.058 -1.865
C -0.187 -2.200 3.198
C -5.461 1.393 -1.654
C -5.507 1.773 1.368
C -6.830 2.273 -3.529
C 1.181 -2.669 1.478
C -5.445 3.323 1.266
H -5.897 -0.691 -1.116
H 1.217 5.817 -3.034
H -6.284 3.775 1.860
H 5.303 -4.859 -1.008
H 4.641 -3.812 2.931
H 1.929 -7.558 0.407
H -7.517 1.332 2.213
H -6.263 0.069 2.588
H -0.768 -2.165 4.105
H -1.512 5.680 -3.640
H -7.075 3.121 -4.214
H 0.184 3.923 0.850
H -5.312 3.488 -2.412
H 2.814 -4.601 -0.898
H 1.001 -4.030 3.246
H 1.731 -6.813 4.546
H 2.955 4.998 -1.887
H -1.521 5.413 -0.506
H 3.269 -5.433 6.564
H 1.909 -2.738 -2.308
H 1.008 -9.403 4.218
H -8.297 0.840 -4.490
H 1.890 2.886 -1.265
H -6.216 1.638 3.453
H -0.836 3.541 -3.912
H -0.855 -0.384 2.342
H -5.504 3.693 0.216
H 1.847 1.721 0.237
H 2.949 3.187 -3.620
H -2.981 5.363 -1.660
H 2.927 -5.221 4.093
H 5.548 5.736 -1.537
H 1.136 -9.884 1.550
H 0.622 -0.813 0.370
H -2.005 6.845 -1.452
H -7.638 -1.091 -2.876
H 5.217 2.575 -4.481
H 7.000 4.173 -3.211
H 0.120 7.297 -2.742
H 5.471 -3.978 7.180
H 6.218 -2.962 -2.715
H 2.239 -5.904 2.264
H 1.899 -3.157 0.837
H 0.536 6.239 -1.358
H 6.356 -2.932 4.837
H 0.457 3.593 -2.678
H 4.029 -1.593 -3.554
H -4.508 3.652 1.799
```

The charge is +1. The total energy is -2445.8385 Eh. For the gap between HOMO and LUMO, the calculation gives 4.6 eV.